DFT (ωB97M-V/def2-TZVPD) results for 2 unconnected molecules or ions with the total composition C30H22N2.

Output
HOMO energy, Eh: -0.2775
HOMO-LUMO gap, hartree: 0.214
Net charge: 0
Lowest unoccupied orbital energy, eV: -1.73

Bonds (Å) are listed after each position.
Cartesian coordinates (Å):
1 N -1.707 -0.567 -2.451  C30 1.178
2 N -1.826 3.134 -0.328  C24 1.174
3 C 2.442 1.567 -4.066  C13 1.402, C32 1.394, H45 1.091
4 C 0.956 3.875 1.861  C12 1.397, C22 1.395, H43 1.088
5 C -2.754 -1.267 2.965  C10 1.399, C27 1.414, H39 1.090
6 C -4.808 -2.568 2.919  C10 1.401, C20 1.401, H35 1.093
7 C -0.265 -2.574 0.488  C21 1.464, C25 1.406, C26 1.422
8 C 2.348 3.677 -2.885  C13 1.397, C28 1.395, H34 1.089
9 C 2.448 1.915 0.549  C17 1.412, C19 1.391, H41 1.100
10 C -3.975 -1.632 3.545  C5 1.399, C6 1.401, H52 1.092
11 C -3.158 -2.859 1.176  C20 1.393, C27 1.415, H33 1.092
12 C 2.230 4.177 1.376  C4 1.397, C19 1.401, H44 1.091
13 C 2.987 2.830 -3.794  C3 1.402, C8 1.397, H37 1.093
14 C -0.300 1.384 -1.481  C24 1.420, C30 1.417, C31 1.468
15 C -0.667 -0.154 1.095  C16 1.396, C21 1.413, H40 1.093
16 C 0.509 0.360 0.545  C15 1.396, C17 1.466, H54 1.088
17 C 1.116 1.638 0.928  C9 1.412, C16 1.466, C22 1.408
18 C 1.291 -4.626 -0.692  C23 1.395, C29 1.402, H48 1.095
19 C 2.983 3.185 0.734  C9 1.391, C12 1.401, H53 1.095
20 C -4.401 -3.171 1.722  C6 1.401, C11 1.393, H46 1.092
21 C -1.053 -1.513 1.117  C7 1.464, C15 1.413, C27 1.473
22 C 0.418 2.601 1.680  C4 1.395, C17 1.408, H49 1.087
23 C 1.259 -3.353 -1.263  C18 1.395, C25 1.395, H36 1.089
24 C -1.109 2.337 -0.807  N2 1.174, C14 1.420
25 C 0.481 -2.352 -0.682  C7 1.406, C23 1.395, H42 1.086
26 C -0.254 -3.890 1.027  C7 1.422, C29 1.397, H47 1.091
27 C -2.317 -1.890 1.773  C5 1.414, C11 1.415, C21 1.473
28 C 1.201 3.258 -2.212  C8 1.395, C31 1.420, H38 1.089
29 C 0.528 -4.896 0.454  C18 1.402, C26 1.397, H51 1.091
30 C -1.049 0.293 -1.986  N1 1.178, C14 1.417
31 C 0.734 1.926 -2.371  C14 1.468, C28 1.420, C32 1.414
32 C 1.316 1.120 -3.376  C3 1.394, C31 1.414, H50 1.100
33 H -2.835 -3.339 0.250  C11 1.092
34 H 2.751 4.668 -2.682  C8 1.089
35 H -5.773 -2.827 3.359  C6 1.093
36 H 1.843 -3.117 -2.152  C23 1.089
37 H 3.899 3.154 -4.301  C13 1.093
38 H 0.680 3.938 -1.539  C28 1.089
39 H -2.107 -0.530 3.441  C5 1.090
40 H -1.326 0.539 1.626  C15 1.093
41 H 3.042 1.126 0.066  C9 1.100
42 H 0.424 -1.378 -1.159  C25 1.086
43 H 0.363 4.631 2.370  C4 1.088
44 H 2.649 5.174 1.516  C12 1.091
45 H 2.910 0.917 -4.807  C3 1.091
46 H -5.045 -3.890 1.212  C20 1.092
47 H -0.837 -4.111 1.923  C26 1.091
48 H 1.915 -5.409 -1.133  C18 1.095
49 H -0.556 2.358 2.099  C22 1.087
50 H 0.876 0.139 -3.605  C32 1.100
51 H 0.552 -5.887 0.909  C29 1.091
52 H -4.275 -1.172 4.489  C10 1.092
53 H 3.990 3.406 0.364  C19 1.095
54 H 1.254 -0.352 0.195  C16 1.088